Record 1
C37H67N5O7 | ωB97M-V with the def2-TZVPD basis set

For the HOMO-LUMO gap (alpha / beta), the calculation gives 0.34350 / 0.32580 Eh. Its highest occupied orbital energy (alpha / beta) is -8.96 / -9.09 eV. Its total charge is 0. Its spin multiplicity is 3. The calculation puts the maximum force at 6.94 eV Å⁻¹. As for the expectation value of S²: 2.01. As for the lowest unoccupied orbital energy (alpha / beta): 0.389 / -0.228 eV.

Element x y z (Å)
1 C 5.2541 1.0842 4.2913
2 C 5.4541 2.6886 4.5773
3 N 4.4844 3.3954 3.6798
4 C 3.7909 4.5407 4.3386
5 C 2.2063 4.6158 4.0722
6 C 1.3096 3.7377 5.0995
7 C 2.1872 2.5154 5.6983
8 N 2.7702 1.6498 6.3141
9 C 0.8885 4.7156 6.3068
10 C 0.8221 3.9936 7.7600
11 O 2.0711 4.0385 8.4932
12 C 0.0299 3.0266 4.3476
13 C 0.7248 1.9124 3.3796
14 N 1.2932 1.0663 2.7144
15 C -0.6912 4.1323 3.4367
16 C -2.1336 3.7372 2.8534
17 C -2.1530 2.5013 1.8211
18 O -2.8085 1.3818 2.4744
19 C -2.1627 0.1142 2.1811
20 C -0.9261 2.2049 5.3384
21 C -2.0106 3.0779 6.1494
22 C -3.5135 2.5017 6.0855
23 O -4.4659 3.2973 6.4011
24 O -3.8700 1.1894 5.6612
25 C 5.0631 3.7481 2.3661
26 C 6.2416 4.7991 2.0918
27 O 4.6095 3.1195 1.3474
28 H 6.0577 0.7841 3.5336
29 H 4.1929 0.9046 3.8831
30 H 5.3525 0.5682 5.3131
31 H 6.5535 2.9994 4.3942
32 H 5.2468 2.8870 5.7031
33 H 3.9521 4.6122 5.4742
34 H 4.2508 5.5176 3.8979
35 H 2.0461 4.2856 2.9678
36 H 1.8404 5.7119 4.1107
37 H 1.7223 5.5204 6.4074
38 H -0.0826 5.3118 6.1243
39 H 0.0516 4.6108 8.3761
40 H 0.4039 2.9245 7.7270
41 H 2.4365 3.1188 8.4768
42 H -0.0547 4.4803 2.5291
43 H -0.8440 5.0688 4.1038
44 H -2.5010 4.6621 2.2494
45 H -2.9467 3.5384 3.6343
46 H -2.8134 2.7969 0.9089
47 H -1.1183 2.2453 1.3703
48 H -1.1969 0.0199 2.8015
49 H -2.0169 -0.0788 1.0594
50 H -2.8734 -0.7117 2.5870
51 H -0.3491 1.5682 6.1221
52 H -1.5237 1.4299 4.7162
53 H -1.9504 4.2029 5.8845
54 H -1.7085 3.0230 7.2715
55 H -4.6359 1.2743 5.0324
56 H 6.0056 5.4168 1.1388
57 H 7.1861 4.1802 1.8134
58 H 6.5127 5.4718 2.9768
59 C -4.3944 -1.6746 -4.9128
60 C -3.4815 -1.5102 -3.6696
61 C -2.8138 -2.8614 -3.3240
62 C -3.7505 -3.8581 -2.6502
63 C -4.4466 -3.2254 -1.4501
64 C -5.1627 -1.9042 -1.7969
65 N -4.2832 -0.9488 -2.5374
66 O -3.4076 -0.4101 -1.6359
67 C -6.4352 -2.2088 -2.6253
68 C -5.7281 -1.2926 -0.4844
69 C -2.3664 -0.5424 -4.1529
70 H -5.1669 -0.8993 -4.9459
71 H -3.8289 -1.5837 -5.8456
72 H -4.8794 -2.6502 -4.9624
73 H -1.9614 -2.6907 -2.6551
74 H -2.4017 -3.3183 -4.2308
75 H -4.4882 -4.2360 -3.3649
76 H -3.1763 -4.7297 -2.3190
77 H -5.1592 -3.9438 -1.0301
78 H -3.6981 -3.0512 -0.6670
79 H -6.9124 -1.2860 -2.9691
80 H -7.1722 -2.7502 -2.0238
81 H -6.2542 -2.8407 -3.4932
82 H -4.9544 -1.1222 0.2681
83 H -6.4598 -1.9645 -0.0263
84 H -6.2330 -0.3406 -0.6805
85 H -2.7733 0.4425 -4.4026
86 H -1.8740 -0.9335 -5.0495
87 H -1.5749 -0.4077 -3.4099
88 C 2.6608 -2.0359 -5.4350
89 C 1.6034 -2.9308 -6.1330
90 C 0.6711 -3.5666 -5.0758
91 C 1.3076 -4.7176 -4.3043
92 C 1.9015 -5.7494 -5.2574
93 C 2.8758 -5.1325 -6.2814
94 N 2.2985 -3.9463 -6.9842
95 O 1.3944 -4.4086 -7.9008
96 C 4.1938 -4.7404 -5.5687
97 C 3.3212 -6.2470 -7.2691
98 C 0.7587 -1.9272 -6.9654
99 H 3.5484 -1.9038 -6.0624
100 H 2.2740 -1.0314 -5.2363
101 H 2.9759 -2.4218 -4.4648
102 H -0.2354 -3.9452 -5.5640
103 H 0.3368 -2.8036 -4.3635
104 H 2.0747 -4.3434 -3.6193
105 H 0.5495 -5.1974 -3.6763
106 H 2.4071 -6.5265 -4.6736
107 H 1.0786 -6.2531 -5.7798
108 H 4.8679 -4.2116 -6.2493
109 H 4.7242 -5.6291 -5.2126
110 H 4.0486 -4.1206 -4.6855
111 H 2.4782 -6.7187 -7.7794
112 H 3.8473 -7.0473 -6.7404
113 H 4.0040 -5.8495 -8.0277
114 H 1.3604 -1.4493 -7.7448
115 H 0.3558 -1.1345 -6.3263
116 H -0.1063 -2.3985 -7.4412

Record 2
C37H68Br2FIO9 | ωB97M-V with the def2-TZVPD basis set

For the HOMO-LUMO gap, the calculation gives 0.29283 Eh. Its highest occupied orbital energy is -9.06 eV. Its total charge is 0. Its SMILES is C[C@@H](I)CC1=C(F)C(=O)c2c(CCCO)ccc([C@@H](Br)[C@@H](C)Br)c2C1=O.CC(C)O.CC(C)O.CC(C)O.CC(C)O.CC(C)O.CC(C)O. The calculation puts the maximum force at 0.76 eV Å⁻¹. As for the lowest unoccupied orbital energy: -1.094 eV.

Element x y z (Å)
1 C -2.1227 -2.3618 2.6798
2 C -2.9601 -1.7016 3.7675
3 I -1.7460 -1.5062 5.5482
4 C -3.5858 -0.3446 3.3788
5 C -3.0358 0.3208 2.1596
6 C -3.7534 0.5398 1.0621
7 F -5.0265 0.1415 0.9449
8 C -3.2539 1.3320 -0.0958
9 O -4.0505 1.8786 -0.8242
10 C -1.7718 1.4041 -0.2465
11 C -1.1984 1.6353 -1.5019
12 C -1.9313 1.7135 -2.8167
13 C -1.6250 0.4348 -3.6310
14 C -2.1225 -0.8342 -2.9404
15 O -0.9966 -1.5216 -2.3935
16 C 0.1895 1.7312 -1.5544
17 C 0.9667 1.5929 -0.4264
18 C 0.4149 1.3300 0.8246
19 C 1.4259 1.1726 1.9397
20 Br 1.4573 2.7146 3.1184
21 C 1.3708 -0.1578 2.6968
22 C 1.2337 -1.3226 1.7257
23 Br 3.0719 -0.3864 3.6314
24 C -0.9764 1.2123 0.9031
25 C -1.6598 0.8777 2.1905
26 O -1.1253 1.0267 3.2679
27 H -1.1554 -1.8692 2.5896
28 H -1.9420 -3.4061 2.9300
29 H -2.6563 -2.3240 1.7276
30 H -3.7566 -2.3716 4.0763
31 H -4.6678 -0.4341 3.2890
32 H -3.4230 0.3450 4.2095
33 H -1.5661 2.5631 -3.3919
34 H -3.0041 1.7907 -2.7045
35 H -0.5515 0.3405 -3.7873
36 H -2.1244 0.5307 -4.5953
37 H -2.8118 -0.5763 -2.1270
38 H -2.6569 -1.4792 -3.6426
39 H -1.2447 -2.4202 -2.1498
40 H 0.6669 1.9067 -2.5105
41 H 2.0442 1.6633 -0.5056
42 H 2.4102 1.2205 1.4781
43 H 0.5997 -0.1359 3.4598
44 H 1.9312 -1.1885 0.8960
45 H 0.2266 -1.3867 1.3087
46 H 1.4782 -2.2621 2.2158
47 C -2.3420 5.6498 -6.5033
48 C -1.4635 4.4149 -6.3840
49 C -1.0317 3.8923 -7.7450
50 O -2.1303 3.3933 -5.6408
51 H -3.2544 5.4114 -7.0569
52 H -2.6333 6.0093 -5.5166
53 H -1.8253 6.4535 -7.0291
54 H -0.5790 4.6561 -5.7919
55 H -1.9073 3.6047 -8.3335
56 H -0.3984 3.0120 -7.6344
57 H -0.4809 4.6502 -8.3033
58 H -2.9252 3.1474 -6.1267
59 C 3.5462 5.6064 1.1278
60 C 4.5206 4.4715 0.8565
61 C 5.4484 4.7869 -0.3065
62 O 3.8163 3.2525 0.6226
63 H 2.9131 5.7771 0.2519
64 H 2.8961 5.3578 1.9657
65 H 4.0734 6.5344 1.3535
66 H 5.1138 4.2805 1.7520
67 H 4.8680 4.9366 -1.2216
68 H 6.1406 3.9626 -0.4790
69 H 6.0253 5.6931 -0.1178
70 H 3.2681 3.3829 -0.1595
71 C 3.8488 -0.4122 8.5455
72 C 2.8264 -1.3880 7.9835
73 C 1.7562 -0.6751 7.1751
74 O 2.2455 -2.1680 9.0299
75 H 3.3611 0.2973 9.2202
76 H 4.6142 -0.9426 9.1125
77 H 4.3325 0.1544 7.7486
78 H 3.3345 -2.1143 7.3466
79 H 1.2050 0.0262 7.8097
80 H 1.0409 -1.3917 6.7690
81 H 2.1973 -0.1214 6.3455
82 H 1.7784 -1.5639 9.6170
83 C -7.5264 1.1404 3.9066
84 C -7.3997 0.0439 4.9534
85 C -8.6579 -0.8062 5.0390
86 O -7.0886 0.6038 6.2271
87 H -8.3445 1.8194 4.1616
88 H -6.6105 1.7307 3.8598
89 H -7.7232 0.7257 2.9166
90 H -6.5484 -0.5924 4.7036
91 H -9.5096 -0.1871 5.3338
92 H -8.5388 -1.5889 5.7881
93 H -8.8897 -1.2724 4.0804
94 H -7.8203 1.1745 6.4847
95 C 1.4072 -6.2449 -2.8352
96 C 0.7378 -4.9203 -3.1663
97 C 1.6873 -3.9679 -3.8733
98 O 0.2173 -4.3126 -1.9818
99 H 2.2591 -6.0793 -2.1696
100 H 0.7105 -6.9137 -2.3293
101 H 1.7717 -6.7382 -3.7373
102 H -0.1363 -5.1044 -3.7938
103 H 2.5459 -3.7389 -3.2409
104 H 1.1831 -3.0281 -4.1018
105 H 2.0632 -4.4002 -4.8017
106 H 0.9617 -4.1200 -1.4014
107 C 5.9481 -5.1712 -5.2547
108 C 5.2951 -3.8322 -5.5608
109 C 6.2315 -2.9057 -6.3203
110 O 4.8333 -3.2123 -4.3615
111 H 6.8296 -5.0256 -4.6242
112 H 5.2559 -5.8201 -4.7176
113 H 6.2629 -5.6771 -6.1682
114 H 4.3928 -3.9974 -6.1524
115 H 7.1217 -2.6955 -5.7209
116 H 5.7397 -1.9570 -6.5344
117 H 6.5531 -3.3524 -7.2619
118 H 5.6001 -3.0421 -3.8032

Record 3
C37H69IN9O7S | ωB97M-V with the def2-TZVPD basis set

For the HOMO-LUMO gap, the calculation gives 0.21824 Eh. Its highest occupied orbital energy is -10.37 eV. Its total charge is +1. The calculation puts the maximum force at 10.11 eV Å⁻¹. As for the lowest unoccupied orbital energy: -4.434 eV.

Element x y z (Å)
1 C -0.0761 -1.7001 3.3767
2 C 0.2915 -1.4602 2.0242
3 C 0.5909 -1.1565 0.4264
4 C -0.8503 -1.4101 -0.3780
5 C -1.9338 -0.1523 -0.2516
6 C -1.6556 1.2185 0.6301
7 C -1.4142 2.5554 -0.2997
8 C -2.3109 3.8697 0.1997
9 C -1.9247 4.3397 1.7521
10 C -1.9317 5.0798 -0.8842
11 C -3.3733 -0.2520 -1.0288
12 S -4.5980 1.1816 -0.9254
13 C -3.6584 -1.6485 -1.9044
14 C -5.1163 -1.7303 -2.6487
15 C -6.2546 -1.8525 -1.4754
16 C -7.2928 -3.1101 -1.6382
17 C -8.1123 -3.3115 -0.1940
18 N -8.5183 -1.9861 0.4055
19 C -7.7991 -1.6599 1.6907
20 N -8.3141 -0.5929 2.4369
21 N -6.5549 -2.3157 2.2400
22 C -2.4922 -2.8186 -1.9197
23 I -2.9967 -4.6175 -3.1420
24 N -1.1481 -2.7001 -1.1694
25 C -0.0876 -3.7870 -1.1631
26 C 1.1133 -3.5493 -2.2873
27 O 1.3608 -2.1339 -2.6030
28 C 2.8486 -1.9839 -2.5735
29 C 3.6435 -0.9275 -1.5665
30 O 3.6600 -2.6986 -3.4018
31 H -0.5800 -2.2386 4.3153
32 H 1.4813 -1.7722 -0.0182
33 H 0.8279 -0.0069 0.2692
34 H -2.6433 1.3984 1.2701
35 H -0.7887 1.0671 1.4348
36 H -1.8382 2.2942 -1.3830
37 H -0.2533 2.7958 -0.3329
38 H -3.4591 3.6288 0.2234
39 H -1.5680 3.4465 2.4267
40 H -1.0925 5.1717 1.7164
41 H -2.8648 4.8140 2.3033
42 H -1.8268 4.5678 -1.9565
43 H -0.8738 5.4967 -0.5982
44 H -2.7736 5.8898 -0.9689
45 H -4.8805 1.6390 -2.2315
46 H -5.2853 -0.6661 -3.1630
47 H -5.1977 -2.5159 -3.5106
48 H -5.6869 -2.0025 -0.4590
49 H -6.9026 -0.8627 -1.4430
50 H -8.1331 -2.7484 -2.4051
51 H -6.8158 -4.1068 -2.0233
52 H -7.5727 -4.0500 0.5350
53 H -9.1271 -3.8550 -0.5109
54 H -9.5325 -2.1280 0.6966
55 H -7.6763 -0.4923 3.2633
56 H -5.6875 -2.0604 1.7197
57 H -6.6574 -3.3441 2.3833
58 H -0.5061 -4.8714 -1.3790
59 H 0.4841 -3.8846 -0.1195
60 H 2.0839 -4.0456 -1.8138
61 H 0.8998 -4.1005 -3.3045
62 H 4.5910 -0.4550 -2.1169
63 H 4.0162 -1.4856 -0.6044
64 H 2.9270 -0.0434 -1.2916
65 C 5.9215 2.5695 -1.7327
66 O 4.9445 1.8825 -1.4639
67 N 7.2360 2.2042 -1.5333
68 C 8.3381 3.0769 -1.8791
69 C 7.5253 0.9063 -0.9597
70 H 5.8150 3.5744 -2.1733
71 H 8.9704 2.5730 -2.6158
72 H 8.9199 3.2861 -0.9768
73 H 7.9773 4.0192 -2.3002
74 H 7.1041 0.1296 -1.6052
75 H 7.0539 0.8391 0.0255
76 H 8.6043 0.7586 -0.8623
77 C -8.4771 0.2509 5.9570
78 O -7.7499 -0.1898 5.0762
79 N -8.8075 -0.4042 7.1244
80 C -9.6770 0.1875 8.1192
81 C -8.2683 -1.7266 7.3647
82 H -8.9405 1.2479 5.8757
83 H -9.1304 0.2686 9.0632
84 H -10.5501 -0.4573 8.2540
85 H -10.0095 1.1822 7.8103
86 H -7.1755 -1.6714 7.3634
87 H -8.5880 -2.3937 6.5584
88 H -8.6159 -2.1170 8.3250
89 C 4.1724 -6.1506 -7.1693
90 O 5.1807 -6.5905 -6.6320
91 N 3.4179 -5.0919 -6.7100
92 C 2.2349 -4.6310 -7.4057
93 C 3.8203 -4.4181 -5.4929
94 H 3.7782 -6.5895 -8.1006
95 H 2.3779 -3.5850 -7.6916
96 H 1.3752 -4.7146 -6.7347
97 H 2.0489 -5.2264 -8.3036
98 H 4.8302 -4.0180 -5.6243
99 H 3.8325 -5.1418 -4.6723
100 H 3.1300 -3.6041 -5.2554
101 C 1.9582 6.8229 -0.3261
102 O 0.8510 6.5656 -0.7809
103 N 2.9562 5.9036 -0.0813
104 C 4.2424 6.2898 0.4596
105 C 2.7117 4.5065 -0.3739
106 H 2.2491 7.8546 -0.0684
107 H 5.0243 6.0051 -0.2503
108 H 4.3984 5.7673 1.4077
109 H 4.2894 7.3684 0.6320
110 H 2.4761 4.4011 -1.4373
111 H 1.8535 4.1645 0.2123
112 H 3.5890 3.9012 -0.1297
113 C 9.4052 1.6571 1.8047
114 O 10.1325 1.2164 0.9239
115 N 9.0749 1.0020 2.9720
116 C 8.2054 1.5937 3.9669
117 C 9.6141 -0.3205 3.2123
118 H 8.9419 2.6541 1.7233
119 H 8.7520 1.6747 4.9108
120 H 7.3323 0.9488 4.1017
121 H 7.8729 2.5883 3.6580
122 H 10.7069 -0.2653 3.2110
123 H 9.2944 -0.9875 2.4061
124 H 9.2665 -0.7109 4.1727

Record 4
C37H69N9O5 | ωB97M-V with the def2-TZVPD basis set

For the HOMO-LUMO gap, the calculation gives 0.36043 Eh. Its highest occupied orbital energy is -9.46 eV. Its total charge is 0. Its SMILES is COC(=O)OC.CN(C)C=O.CN(C)C=O.CCCC#N.CCCC#N.CCCC#N.CCCC#N.CCCC#N.CCCC#N.CCCC#N. The calculation puts the maximum force at 3.59 eV Å⁻¹. As for the lowest unoccupied orbital energy: 0.351 eV.

Element x y z (Å)
1 C -6.1111 1.7664 3.1679
2 C -4.7431 2.3148 3.5884
3 C -4.1721 3.2975 2.4732
4 C -3.3682 4.3961 2.9924
5 N -2.7681 5.3072 3.3338
6 H -6.0013 1.2869 2.1918
7 H -6.8680 2.5549 3.1105
8 H -6.5536 0.9583 3.8009
9 H -4.0621 1.4701 3.7161
10 H -4.8460 2.7628 4.6168
11 H -4.9227 3.7522 1.8167
12 H -3.5359 2.7388 1.7499
13 C 1.3175 8.2784 0.6024
14 C -0.1285 7.9720 0.5994
15 C -0.7379 7.8579 -0.8873
16 C -2.1924 7.5323 -0.8501
17 N -3.3156 7.3415 -0.7753
18 H 1.8291 7.4055 0.1591
19 H 1.6523 8.2801 1.6518
20 H 1.5769 9.1087 0.0152
21 H -0.6390 8.7151 1.1642
22 H -0.2537 7.0190 1.0632
23 H -0.2983 7.1056 -1.4500
24 H -0.6330 8.8129 -1.4425
25 C 0.9694 3.7752 4.4843
26 C 0.1076 3.5273 5.7089
27 C -0.7141 2.2490 5.4363
28 C 0.2508 1.1499 5.4950
29 N 0.9989 0.3088 5.6492
30 H 1.7788 4.4428 4.7743
31 H 0.4402 4.2974 3.6640
32 H 1.4076 2.8381 4.1011
33 H -0.5671 4.3553 5.8341
34 H 0.7273 3.4403 6.6492
35 H -1.0725 2.3805 4.4425
36 H -1.5461 2.0268 6.1621
37 C -1.8252 -5.0280 -4.2707
38 C -2.6455 -5.5748 -3.1846
39 C -2.8484 -4.6305 -1.9988
40 C -3.7353 -3.5104 -2.2613
41 N -4.3477 -2.6186 -2.6614
42 H -2.2304 -4.0418 -4.6109
43 H -1.7100 -5.6978 -5.1471
44 H -0.8435 -4.8479 -3.8511
45 H -2.3066 -6.5179 -2.7331
46 H -3.6535 -5.9089 -3.5135
47 H -1.9123 -4.2744 -1.6467
48 H -3.3711 -5.1650 -1.2176
49 C -2.0031 -5.9127 1.8763
50 C -0.6319 -5.2899 1.5393
51 C 0.4169 -6.3575 1.2007
52 C 0.0139 -7.1307 0.0675
53 N -0.1621 -7.6213 -0.9722
54 H -2.7799 -5.1352 2.0282
55 H -1.9298 -6.4896 2.7277
56 H -2.4196 -6.6053 1.1117
57 H -0.3083 -4.7469 2.4038
58 H -0.7802 -4.4966 0.7799
59 H 0.5461 -7.1249 2.0118
60 H 1.4169 -5.9871 0.9889
61 C -0.0578 -1.3828 -3.9284
62 C 1.1523 -1.4445 -4.8666
63 C 2.1908 -0.3316 -4.6842
64 C 2.7567 -0.5101 -3.3539
65 N 3.2309 -0.6907 -2.3252
66 H 0.2995 -1.2279 -2.9605
67 H -0.5778 -2.3080 -3.8834
68 H -0.7683 -0.6108 -4.2345
69 H 0.9479 -1.4779 -5.8715
70 H 1.6007 -2.4081 -4.6858
71 H 1.6753 0.5996 -4.6374
72 H 2.9524 -0.4363 -5.4385
73 C 3.4280 -1.0033 3.6313
74 C 3.5959 -0.2276 2.3447
75 C 5.0614 -0.3099 1.7923
76 C 5.3113 -1.6134 1.2131
77 N 5.6633 -2.6588 0.9090
78 H 4.0472 -0.5921 4.4364
79 H 3.7458 -2.0085 3.4415
80 H 2.4334 -0.9392 4.0110
81 H 3.4525 0.8341 2.4751
82 H 2.9455 -0.5749 1.5340
83 H 5.8126 -0.0426 2.5244
84 H 5.1484 0.4306 0.9195
85 C 2.2308 3.2100 -2.3478
86 O 1.4705 2.8778 -3.5529
87 C 0.1169 2.7771 -3.4098
88 O -0.4280 2.9921 -2.3316
89 O -0.4045 2.3922 -4.5162
90 C -1.8226 2.0406 -4.5643
91 H 2.3839 4.3103 -2.4320
92 H 3.1252 2.6680 -2.5254
93 H 1.6689 2.8011 -1.4717
94 H -1.9663 1.1179 -3.9990
95 H -2.0064 1.8425 -5.6115
96 H -2.2854 2.9178 -4.1183
97 C -0.4797 0.3210 2.0753
98 O -1.2530 0.7253 2.9471
99 N 0.1203 0.9855 1.0987
100 C 0.7963 0.3667 0.0184
101 C -0.0269 2.4517 1.0661
102 H -0.2499 -0.7991 1.9539
103 H 1.8191 0.6824 -0.0874
104 H 0.3504 0.6105 -0.9815
105 H 0.7922 -0.6673 0.1935
106 H -0.7847 2.7749 0.3591
107 H -0.1488 2.8567 2.0615
108 H 0.8920 2.8171 0.6781
109 C 0.8645 -4.4491 -1.5913
110 O 0.5436 -3.3657 -1.1113
111 N 2.0756 -4.7063 -2.1137
112 C 2.4364 -5.8370 -2.9277
113 C 3.1341 -3.7056 -1.9164
114 H 0.2214 -5.3184 -1.5948
115 H 2.9710 -5.5509 -3.8256
116 H 1.5569 -6.3707 -3.2374
117 H 3.0744 -6.5609 -2.4660
118 H 3.4552 -3.3659 -2.8959
119 H 2.8078 -2.8765 -1.3078
120 H 3.9461 -4.1439 -1.3528